*1*
A molecular structure, C37H36N4O4W. Source: the Open Molecules 2025 dataset; level of theory: ωB97M-V/def2-TZVPD.

The geometry in ORCA input format:
```
! RIJCOSX wB97M-V def2-TZVPD def2/J DEFGRID3
* xyz 2 1
W -0.14484 0.46560 0.97947
O 0.38416 0.11574 2.77034
C 0.16951 0.58825 4.05818
C 0.86802 0.03012 5.11036
C 0.72890 0.58963 6.36275
C -0.17620 1.63574 6.63554
C -0.86437 2.14816 5.55949
C -0.70895 1.62848 4.27136
C -1.39365 2.31092 3.18251
N -1.28730 2.05970 1.92292
C -1.99205 2.97012 1.01126
C -2.66858 2.11684 -0.03373
N -1.61077 1.22175 -0.59158
C -1.06696 1.71130 -1.93060
C 0.38252 2.11456 -2.04152
C 0.87638 2.32748 -3.31105
C 2.21340 2.70414 -3.44989
C 3.03639 2.84582 -2.32777
C 2.51921 2.62533 -1.06257
C 1.17190 2.29902 -0.92468
O 0.55957 2.16066 0.33838
H 1.54390 -0.78534 4.93903
H 1.32864 0.19046 7.17418
H -0.24144 2.05867 7.60931
H -1.53917 2.99484 5.70738
H -1.99621 3.17132 3.48716
H -1.23816 3.60415 0.56871
H -2.71544 3.58654 1.56418
H -3.09219 2.75595 -0.81176
H -3.41211 1.48815 0.42998
H -1.68084 2.52293 -2.33027
H 0.21876 2.13300 -4.15445
H 2.64959 2.89256 -4.41384
H 4.06320 3.12317 -2.43918
H 3.18563 2.75985 -0.22164
C 3.23281 0.91157 2.10593
O 2.39805 0.38881 1.05584
C 2.39692 -0.96233 0.90010
C 3.31737 -1.80783 1.44935
C 3.14688 -3.18508 1.39186
C 2.01234 -3.70908 0.79331
C 1.07702 -2.89349 0.21200
C 1.25720 -1.48928 0.23323
N 0.35066 -0.65081 -0.49779
N 0.34683 -1.07149 -1.79743
C -0.39591 -0.63034 -2.72928
C -1.52785 0.36454 -2.53318
O -2.24485 0.12642 -1.28114
C -2.46001 0.41550 -3.68793
C -2.20313 -0.13063 -4.86509
C -0.94822 -0.86808 -5.15584
C -0.62572 -1.35941 -6.41736
C 0.58896 -1.99606 -6.63458
C 1.54015 -2.07794 -5.60023
C 1.17759 -1.63970 -4.33938
C -0.06826 -1.05215 -4.09189
H 3.10618 0.34026 3.03368
H 2.96900 1.92951 2.27260
H 4.29600 0.83398 1.82864
H 4.15864 -1.35880 1.97162
H 3.92427 -3.82361 1.81267
H 1.89918 -4.80179 0.80915
H 0.27482 -3.31373 -0.36319
H -3.38703 0.93585 -3.49770
H -2.98294 -0.06537 -5.62572
H -1.33131 -1.24467 -7.24774
H 0.80406 -2.44067 -7.58577
H 2.51725 -2.52247 -5.82986
H 1.88786 -1.73300 -3.54605
C -2.11754 -2.83099 0.24905
C -1.69055 -2.10919 1.51173
C -2.47410 -2.68405 2.70017
C -1.96749 -0.58420 1.47650
H -2.01971 -3.89284 0.32717
H -1.54310 -2.47744 -0.60101
H -3.17310 -2.59403 0.04149
H -0.60504 -2.30544 1.68717
H -3.52769 -2.38309 2.70853
H -2.02165 -2.34500 3.65562
H -2.41751 -3.76931 2.72588
H -2.20980 -0.22542 2.50775
H -2.80798 -0.38328 0.82916
*
```

Summary:
LUMO energy, eV: -6.97
E_HOMO, eV: -13.515

Atom charges from the Mulliken analysis, given in e for atoms 1 to 4: 1.8356, 0.3970, 0.1014, -0.8926

---

*2*
A molecular structure, C37H36N4O4W. Source: the Open Molecules 2025 dataset; level of theory: ωB97M-V/def2-TZVPD.

The geometry in ORCA input format:
```
! RIJCOSX wB97M-V def2-TZVPD def2/J DEFGRID3
* xyz 2 1
W 0.18884 0.02157 -0.91497
O 0.49225 0.62161 0.84249
C 1.53680 1.31691 1.42557
C 2.06888 0.88647 2.66269
C 3.06475 1.62380 3.23644
C 3.60781 2.72053 2.57555
C 3.09114 3.10736 1.31490
C 2.05562 2.40442 0.73184
C 1.40990 2.76167 -0.55451
N 1.28349 1.50129 -1.40613
C 2.38776 1.54527 -2.40889
C 2.18042 0.42576 -3.41360
N 1.32911 -0.55169 -2.76531
C 1.28693 -1.74541 -3.27421
C 0.21301 -2.69141 -3.04686
C 0.29331 -4.02715 -3.51167
C -0.87089 -4.77958 -3.51909
C -2.05812 -4.28029 -2.98480
C -2.14552 -2.96115 -2.53369
C -1.00145 -2.17878 -2.55685
O -1.01587 -0.88386 -2.11367
H 1.59836 0.03566 3.15842
H 3.46837 1.37239 4.21579
H 4.40944 3.32812 3.00932
H 3.54330 3.89202 0.78585
H 2.09470 3.37163 -1.15843
H 3.31139 1.35261 -1.85058
H 2.43935 2.52643 -2.92781
H 3.11093 0.01593 -3.76713
H 1.56795 0.77547 -4.27867
H 1.97685 -2.05080 -4.07299
H 1.20881 -4.43620 -3.96481
H -0.84871 -5.84458 -3.87252
H -2.99713 -4.83268 -3.02554
H -3.11855 -2.56530 -2.19903
C -2.04772 1.93037 -2.23359
O -1.71909 1.24335 -0.92829
C -2.86186 0.65997 -0.30321
C -4.10884 1.28588 -0.23868
C -5.15351 0.68203 0.43584
C -5.00709 -0.54502 1.08052
C -3.74091 -1.13284 1.04761
C -2.72187 -0.55283 0.35366
N -1.36153 -1.06229 0.42200
N -1.18583 -2.04221 1.15123
C 0.07552 -2.56619 1.39974
C 1.19872 -2.28620 0.64652
O 1.13532 -1.53623 -0.48556
C 2.44056 -2.84283 0.96446
C 2.54093 -3.63116 2.11077
C 1.42727 -3.91218 2.91882
C 1.50512 -4.76329 4.03551
C 0.38998 -5.21163 4.65712
C -0.88647 -4.83483 4.16498
C -1.00846 -3.98637 3.11368
C 0.14209 -3.47974 2.48850
H -2.44639 1.20493 -2.98172
H -1.15981 2.41224 -2.58928
H -2.83467 2.66386 -2.06885
H -4.33730 2.22939 -0.70565
H -6.06744 1.23250 0.57491
H -5.79806 -1.02768 1.65171
H -3.60293 -2.06860 1.53723
H 3.27484 -2.66403 0.28176
H 3.49591 -4.05321 2.43783
H 2.46622 -5.13234 4.39626
H 0.37919 -5.92752 5.49552
H -1.76264 -5.27465 4.62757
H -1.96062 -3.73155 2.72693
C 0.14005 5.90441 -1.11775
C 0.47157 4.97379 0.04896
C -0.20824 5.44560 1.33808
C 0.11528 3.54736 -0.39525
H 0.30505 6.93471 -0.83009
H -0.94725 5.83258 -1.33596
H 0.74654 5.75200 -2.05048
H 1.57073 5.02787 0.24490
H -1.32473 5.40314 1.32786
H 0.04619 6.49735 1.50776
H 0.17859 4.93335 2.21858
H -0.51730 3.05368 0.31425
H -0.43840 3.63704 -1.29380
*
```

Summary:
LUMO energy, eV: -7.21
E_HOMO, eV: -13.262

Atom charges from the Mulliken analysis, given in e for atoms 1 to 4: 1.2691, -0.0149, -0.1299, -0.7666

---

Most stable structure, least stable structure: *2*, *1*.

---

*1*
A gas-phase ion, C3H9N2S (charge +1). Source: the Open Molecules 2025 dataset; level of theory: ωB97M-V/def2-TZVPD.

The geometry in ORCA input format:
```
! RIJCOSX wB97M-V def2-TZVPD def2/J DEFGRID3
* xyz 1 1
S -1.55005 -0.70241 -1.52345
N -0.42827 0.46919 -0.91631
C -0.67130 0.99361 0.43282
C -0.01829 -0.02484 1.43943
N 0.87217 -0.80177 0.53585
C 1.01026 -0.13596 -0.82640
H -2.23796 0.12146 -2.31645
H -1.71085 1.14822 0.39906
H -0.28340 2.02241 0.34722
H 0.52033 0.56913 2.05427
H -0.71322 -0.82843 1.80884
H 1.82015 -1.06022 0.79185
H 0.46169 -1.72272 0.36657
H 1.32268 -0.84148 -1.59138
H 1.60605 0.79381 -1.00192
*
```

Summary:
LUMO energy, eV: -3.63
E_HOMO, eV: -13.216
SMILES string: SN1CC[NH2+]C1

Atom charges from the natural (NBO) analysis, given in e for atoms 1 to 4: 0.1306, -0.5413, -0.2725, -0.2431

---

*2*
2 unconnected molecules or ions with the total composition C3H9N2S. Source: the Open Molecules 2025 dataset; level of theory: ωB97M-V/def2-TZVPD.

The geometry in ORCA input format:
```
! RIJCOSX wB97M-V def2-TZVPD def2/J DEFGRID3
* xyz 1 1
C -1.37632 1.47476 1.26899
C 1.60592 -1.50519 -0.83555
C 1.64405 -2.82065 -0.83367
N -2.68058 1.35926 1.20924
N -0.64551 2.10939 0.39072
S 1.09192 2.10070 0.45030
H -0.85096 1.01133 2.09750
H 2.37977 -0.90884 -1.28987
H 0.79390 -0.95834 -0.38205
H 1.24459 3.26681 -0.20240
H 2.45123 -3.37206 -1.28194
H 0.86777 -3.40909 -0.37429
H -3.18359 0.85600 1.92598
H -3.22688 1.77187 0.46539
H -1.08316 2.53789 -0.41899
*
```

Summary:
LUMO energy, eV: -3.88
E_HOMO, eV: -12.802

Atom charges from the natural (NBO) analysis, given in e for atoms 1 to 4: 0.3809, -0.4032, -0.3513, -0.7047

---

Most stable structure, least stable structure: *2*, *1*.

---

*1*
2 unconnected molecules or ions with the total composition C4H11O3. Source: the Open Molecules 2025 dataset; level of theory: ωB97M-V/def2-TZVPD.

The geometry in ORCA input format:
```
! RIJCOSX wB97M-V def2-TZVPD def2/J DEFGRID3
* xyz -1 1
C -0.58339 1.50814 0.80736
O -0.61118 1.84593 -0.55446
C -1.15231 0.19230 1.19468
C -0.48741 -1.02054 0.43832
C 0.83374 -1.67988 0.96061
O -0.34952 -0.59645 -0.83662
H -1.06453 2.27852 1.44713
H 0.49050 1.64394 0.97918
H -1.19368 -0.13664 2.24696
H -2.23577 0.21022 0.86506
H -1.32246 -1.85636 0.52114
H 1.48090 -1.65848 0.09785
H 0.82466 -2.75934 1.04351
H 1.30171 -1.20448 1.78111
H -0.57411 0.75174 -0.87230
H 1.52290 0.05037 -0.85904
H 1.48989 -0.84923 -2.17357
O 1.90629 -0.06525 -1.82699
*
```

Summary:
LUMO energy, eV: 4.11
E_HOMO, eV: -3.611

Atom charges from the natural (NBO) analysis, given in e for atoms 1 to 4: -0.0781, -0.8266, -0.4594, 0.1553

---

*2*
2 unconnected molecules or ions with the total composition C4H11O3. Source: the Open Molecules 2025 dataset; level of theory: ωB97M-V/def2-TZVPD.

The geometry in ORCA input format:
```
! RIJCOSX wB97M-V def2-TZVPD def2/J DEFGRID3
* xyz -1 1
C -0.78450 2.24603 -0.21781
O -1.42934 2.87839 -1.36939
C -0.00695 1.02272 -0.58543
C 0.43738 0.25059 0.63562
C 0.58663 -1.30100 0.31295
O -0.42741 -1.94887 0.91421
H -0.13920 3.06707 0.07983
H -1.64481 2.11151 0.41649
H -1.65461 3.75414 -1.19588
H 0.73166 1.01901 -1.43500
H -0.73812 0.34338 -1.14813
H 1.49120 0.64354 0.95758
H -0.16499 0.39373 1.53904
H 1.58102 -1.76847 0.64220
H 0.63412 -1.39291 -0.79900
H 1.22245 -3.80496 0.13487
H -0.10170 -3.31172 0.78131
O 0.40717 -4.20219 0.33653
*
```

Summary:
LUMO energy, eV: 3.21
E_HOMO, eV: -3.391

Atom charges from the natural (NBO) analysis, given in e for atoms 1 to 4: -0.0501, -0.7588, -0.4552, -0.4204

---

*3*
2 unconnected molecules or ions with the total composition C4H11O3. Source: the Open Molecules 2025 dataset; level of theory: ωB97M-V/def2-TZVPD.

The geometry in ORCA input format:
```
! RIJCOSX wB97M-V def2-TZVPD def2/J DEFGRID3
* xyz -1 1
C -2.06559 0.40374 0.65226
O -2.52251 1.00904 -0.30388
C -0.70973 -0.62364 0.00665
C 0.27960 0.39228 -0.51847
C 1.21382 0.92244 0.57028
O 2.02117 2.09329 0.20990
H -2.62473 -0.46572 0.97030
H -1.70902 1.10004 1.48968
H -1.36413 -1.14001 -0.63933
H -0.26081 -1.18428 0.80335
H -0.41160 1.16977 -0.90663
H 0.92125 -0.05167 -1.30468
H 0.73612 1.26860 1.40181
H 1.95552 0.14794 0.88725
H 1.43151 2.68494 -0.25842
H 0.88959 -2.95728 -1.64027
H 0.82037 -2.02145 -0.57532
O 1.39918 -2.74804 -0.84447
*
```

Summary:
LUMO energy, eV: 3.84
E_HOMO, eV: -2.545

Atom charges from the natural (NBO) analysis, given in e for atoms 1 to 4: 0.0999, -0.8694, -0.5897, -0.4823

---

Most stable structure, least stable structure: *1*, *3*.